{
  "formula": "C5H11IN2O",
  "method": "ωB97M-V with the def2-TZVPD basis set",
  "elements": ["C", "C", "C", "C", "C", "O", "H", "H", "H", "H", "H", "H", "H", "H", "H", "H", "H", "N", "N", "I"],
  "positions_angstrom": [[1.199437, -1.867491, 0.289584], [0.324915, -0.585367, 0.709435], [-0.356228, -0.626370, 1.977301], [-0.803014, -0.490422, -0.285362], [-0.694376, 0.115082, -1.488751], [-1.695052, 0.016794, -2.442487], [1.583154, -1.848950, -0.691469], [0.449378, -2.789158, 0.273894], [1.968572, -2.095672, 0.942364], [0.881487, 0.356885, 0.615518], [-1.277062, -1.205851, 1.915546], [0.221615, -1.144353, 2.909287], [-0.501817, 0.422879, 2.222502], [-1.653031, -1.181833, -0.189145], [-0.012404, 0.942974, -1.686880], [-2.285906, -0.686805, -2.127062], [1.209758, 3.488484, -1.871595], [1.449343, 2.764743, -1.215653], [0.843503, 2.567974, -0.220742], [-0.852270, 3.846457, 0.363715]],
  "atomic_forces_ev_per_a": [[-4.4, -0.6, 0.4], [1.3, -1.1, -3.3], [0.9, -1.4, 4.8], [0.8, 0.0, -2.5], [-1.5, 0.4, 1.2], [0.5, -0.2, 0.4], [0.4, 0.5, -1.2], [1.5, 1.7, 0.2], [1.5, -0.3, 1.6], [0.4, -0.6, 0.0], [-0.2, 0.3, 0.2], [-0.9, 1.3, -2.2], [-0.7, -0.1, 0.6], [0.3, 0.1, 0.3], [0.0, -0.8, -0.3], [0.1, 0.3, -0.3], [-0.5, 1.0, -0.4], [0.7, -0.8, 0.1], [0.0, 0.0, 0.6], [-0.1, 0.1, -0.2]],
  "mulliken_charge": [-1.402, 0.935, -1.244, -0.523, 0.217, -0.499, 0.394, 0.270, 0.421, 0.134, 0.278, 0.280, 0.304, 0.040, 0.137, 0.315, 0.283, -0.340, 0.038, -0.036],
  "homo_lumo_gap_ev": 7.79,
  "energy_ha": -679.4222,
  "fmax_ev_per_a": 5.091,
  "smiles": "CC(C)/C=C/O.[H]/N=N\\I"
}